No. 1
# C50H138N12O13

A cluster of 13 separate species, C50H138N12O13 in total at a distorted geometry (ωB97M-V/def2-TZVPD, the OMol25 dataset).

Computed properties:
ΔE to the lowest compared entry with this formula, charge and spin: 1.381 eV
Strongest force on any atom: 2.8 eV/Å
Gap between HOMO and LUMO: 9.13 eV
Multiplicity: 1

Cartesian coordinates (Å):
C1 -1.66 -8.08 3.01
C2 -2.54 -7.90 1.80
C3 -1.76 -7.74 0.46
O1 -0.92 -6.62 0.52
C4 -0.56 -6.00 -0.74
N1 -3.60 -8.92 1.73
H1 -0.98 -8.90 2.82
H2 -2.30 -8.27 3.88
H3 -1.01 -7.22 3.19
H4 -3.05 -6.96 1.96
H5 -2.52 -7.59 -0.31
H6 -1.13 -8.62 0.29
H7 -1.45 -5.93 -1.36
H8 0.11 -6.74 -1.18
H9 -0.06 -5.03 -0.72
H10 -4.14 -8.79 2.58
H11 -4.25 -8.58 1.03
C5 1.52 5.47 -2.89
C6 1.40 6.13 -4.30
C7 2.70 5.80 -5.09
O2 3.87 6.42 -4.59
C8 3.85 7.81 -4.69
N2 0.19 5.64 -5.02
H12 0.62 5.74 -2.34
H13 2.38 5.75 -2.27
H14 1.62 4.39 -2.97
H15 1.27 7.20 -4.21
H16 2.54 6.00 -6.15
H17 2.99 4.75 -5.07
H18 4.85 8.24 -4.63
H19 3.26 8.21 -3.86
H20 3.42 8.17 -5.63
H21 0.09 6.21 -5.85
H22 -0.67 5.81 -4.52
C9 -5.06 1.99 0.03
C10 -4.50 1.64 1.40
C11 -4.30 0.15 1.76
O3 -5.58 -0.44 2.25
C12 -6.20 -1.26 1.26
N3 -3.30 2.34 1.55
H23 -5.09 3.05 -0.23
H24 -6.08 1.59 0.06
H25 -4.51 1.42 -0.71
H26 -5.25 1.92 2.14
H27 -3.54 -0.10 2.49
H28 -3.99 -0.37 0.85
H29 -6.59 -0.71 0.40
H30 -7.04 -1.73 1.79
H31 -5.58 -2.10 0.95
H32 -2.69 2.02 0.81
H33 -2.88 2.09 2.44
C13 2.14 -5.91 2.07
C14 1.35 -4.83 2.75
C15 2.20 -3.65 3.17
O4 1.41 -3.08 4.29
C16 2.10 -1.97 4.84
N4 0.32 -4.26 1.85
H34 2.53 -5.52 1.13
H35 1.50 -6.78 1.95
H36 3.04 -6.17 2.63
H37 0.77 -5.24 3.58
H38 2.49 -2.91 2.42
H39 3.12 -4.10 3.56
H40 2.31 -1.26 4.04
H41 3.05 -2.36 5.21
H42 1.53 -1.42 5.59
H43 -0.20 -5.06 1.52
H44 -0.36 -3.73 2.39
C17 -3.13 -3.97 -0.14
C18 -3.51 -3.00 -1.29
C19 -2.61 -3.25 -2.59
O5 -1.27 -2.92 -2.33
C20 -0.36 -2.97 -3.43
N5 -4.97 -3.07 -1.54
H45 -3.68 -3.72 0.77
H46 -2.10 -3.77 0.15
H47 -3.32 -5.00 -0.42
H48 -3.35 -2.04 -0.81
H49 -3.02 -2.67 -3.42
H50 -2.72 -4.27 -2.95
H51 0.62 -3.29 -3.09
H52 -0.20 -2.02 -3.94
H53 -0.61 -3.78 -4.12
H54 -5.32 -2.58 -2.35
H55 -5.32 -4.00 -1.69
C21 2.66 2.08 3.70
C22 1.91 3.36 3.50
C23 1.39 3.94 4.84
O6 0.50 2.97 5.43
C24 0.06 3.45 6.69
N6 2.74 4.22 2.75
H56 3.56 2.24 4.30
H57 2.84 1.61 2.73
H58 1.98 1.40 4.21
H59 1.03 3.23 2.87
H60 1.04 4.95 4.59
H61 2.29 4.14 5.43
H62 0.87 3.59 7.40
H63 -0.63 2.72 7.12
H64 -0.47 4.40 6.65
H65 2.15 4.83 2.20
H66 3.14 3.61 2.05
C25 -5.50 0.81 -3.47
C26 -5.05 0.08 -4.76
C27 -3.51 -0.06 -4.92
O7 -2.86 1.21 -4.94
C28 -1.47 1.18 -5.18
N7 -5.70 -1.22 -4.78
H67 -6.57 0.99 -3.51
H68 -5.04 1.79 -3.29
H69 -5.35 0.20 -2.58
H70 -5.44 0.57 -5.66
H71 -3.27 -0.54 -5.87
H72 -3.08 -0.72 -4.17
H73 -1.24 0.74 -6.15
H74 -1.08 0.53 -4.39
H75 -0.99 2.15 -5.14
H76 -5.60 -1.50 -5.75
H77 -6.70 -1.07 -4.76
C29 0.32 0.03 1.39
C30 -0.41 -0.66 0.21
C31 -0.68 0.23 -1.06
O8 -1.27 1.46 -0.68
C32 -1.38 2.44 -1.71
N8 0.31 -1.86 -0.20
H78 -0.24 0.82 1.90
H79 1.28 0.52 1.26
H80 0.39 -0.76 2.13
H81 -1.38 -1.02 0.55
H82 -1.23 -0.33 -1.82
H83 0.25 0.50 -1.55
H84 -2.08 2.10 -2.47
H85 -0.40 2.70 -2.12
H86 -1.85 3.33 -1.29
H87 0.44 -2.53 0.55
H88 -0.33 -2.38 -0.78
C33 6.69 5.04 -1.94
C34 5.44 5.11 -1.07
C35 4.62 3.72 -1.11
O9 3.31 3.76 -0.54
C36 2.62 2.64 -0.92
N9 5.86 5.48 0.32
H89 6.58 4.50 -2.89
H90 7.44 4.53 -1.34
H91 7.11 5.99 -2.28
H92 4.75 5.83 -1.51
H93 5.18 3.02 -0.48
H94 4.62 3.34 -2.13
H95 3.06 1.78 -0.40
H96 2.36 2.43 -1.96
H97 1.61 2.69 -0.51
H98 6.14 6.45 0.44
H99 5.12 5.40 1.00
C37 4.00 -1.31 -0.01
C38 3.85 -1.94 -1.36
C39 3.65 -3.48 -1.37
O10 3.28 -3.95 -2.70
C40 2.68 -5.23 -2.81
N10 2.64 -1.37 -1.93
H100 3.36 -1.75 0.76
H101 3.95 -0.23 -0.04
H102 5.02 -1.54 0.29
H103 4.62 -1.67 -2.07
H104 2.87 -3.65 -0.63
H105 4.55 -4.02 -1.09
H106 3.31 -5.96 -2.30
H107 2.52 -5.52 -3.84
H108 1.73 -5.33 -2.27
H109 2.38 -2.08 -2.60
H110 1.88 -1.35 -1.26
C41 3.18 7.55 1.07
C42 1.83 7.88 1.63
C43 0.61 7.07 1.12
O11 0.85 5.67 1.12
C44 -0.33 4.95 0.69
N11 1.90 7.77 3.05
H111 3.81 8.44 1.09
H112 3.10 7.33 0.00
H113 3.68 6.79 1.68
H114 1.67 8.94 1.42
H115 0.38 7.47 0.13
H116 -0.27 7.34 1.70
H117 -0.09 3.89 0.78
H118 -0.64 5.01 -0.35
H119 -1.15 5.18 1.36
H120 0.99 7.69 3.46
H121 2.35 6.87 3.13
C45 -3.61 -3.94 3.56
C46 -2.49 -3.58 4.43
C47 -2.02 -4.83 5.25
O12 -3.04 -5.40 5.99
C48 -2.66 -6.59 6.68
N12 -1.48 -2.98 3.64
H122 -3.98 -3.06 3.04
H123 -4.50 -4.23 4.13
H124 -3.35 -4.73 2.85
H125 -2.85 -2.90 5.21
H126 -1.13 -4.54 5.81
H127 -1.66 -5.60 4.57
H128 -1.81 -6.41 7.34
H129 -2.48 -7.48 6.08
H130 -3.42 -6.86 7.42
H131 -0.60 -3.00 4.14
H132 -1.69 -2.01 3.49
C49 1.99 1.08 -4.58
C50 3.51 0.84 -4.64
O13 3.93 0.76 -3.31
H133 1.73 2.13 -4.44
H134 1.46 0.49 -3.83
H135 1.54 0.86 -5.55
H136 3.90 1.72 -5.13
H137 3.81 -0.08 -5.14
H138 3.55 -0.04 -2.93



No. 2
# C6H7ClNS

A cluster of 2 separate species, C6H7ClNS in total at a distorted geometry (ωB97M-V/def2-TZVPD, the OMol25 dataset).

Computed properties:
ΔE to the lowest compared entry with this formula, charge and spin: 0.000 eV
Charge: +1
Strongest force on any atom: 3.5 eV/Å
Gap between HOMO and LUMO (spin up / spin down): 5.99 / 5.99 eV
Multiplicity: 1

Cartesian coordinates (Å):
C1 1.94 -1.14 0.52
C2 1.37 -1.24 -0.75
C3 1.49 -0.12 1.36
C4 0.38 -0.37 -1.12
C5 0.49 0.72 0.95
C6 -1.16 1.34 -0.61
N1 -0.09 0.58 -0.27
S1 -3.01 -0.61 0.19
Cl1 -4.81 0.11 0.04
H1 2.71 -1.83 0.84
H2 1.71 -1.99 -1.44
H3 1.93 0.01 2.34
H4 -0.09 -0.42 -2.09
H5 0.12 1.52 1.58
H6 -1.51 1.32 -1.63
H7 -1.48 2.12 0.05



No. 3
# C3H8ClNO

A cluster of 2 separate species, C3H8ClNO in total at a distorted geometry (ωB97M-V/def2-TZVPD, the OMol25 dataset).

Computed properties:
ΔE to the lowest compared entry with this formula, charge and spin: 4.104 eV
Strongest force on any atom: 3.5 eV/Å
Gap between HOMO and LUMO: 9.18 eV
Multiplicity: 1

Cartesian coordinates (Å):
C1 -1.07 1.51 -0.32
C2 -1.57 -0.74 0.22
C3 2.74 -0.76 -0.55
N1 -0.51 0.17 0.02
O1 2.59 -1.47 0.51
Cl1 4.00 0.31 -0.46
H1 -0.22 2.11 -0.29
H2 -1.72 1.57 -1.18
H3 -1.58 1.73 0.60
H4 -2.30 -0.37 0.95
H5 -2.25 -0.94 -0.77
H6 -1.28 -1.71 0.59
H7 0.13 -0.15 -0.76
H8 3.04 -1.25 1.44



no.,E (eV)
1,-98577.7368
2,-31173.7237
3,-19297.2548